100
Properties=species:S:1:pos:R:3 method="wB97M-V/def2-TZVPD" smiles="Fc1ccccc1.Fc1ccccc1.Fc1ccccc1.Fc1ccccc1.Fc1ccccc1.CC(C)=O.CC(C)=O.CC(C)=O.ClCCl.ClCCl" e_homo_ev=-9.013 orbital_gap_ev=9.170 multiplicity=1
F -2.4599 -0.6699 -5.7840
C -1.8038 0.4173 -5.3889
C -1.5086 1.3309 -6.4038
C -0.5654 2.4075 -6.2381
C 0.0056 2.4545 -4.9805
C -0.2821 1.5650 -3.9167
C -1.1769 0.5417 -4.1795
H -1.9151 1.1121 -7.3802
H -0.4579 3.1525 -7.0126
H 0.6404 3.3001 -4.7603
H 0.2897 1.5784 -3.0005
H -1.3144 -0.1730 -3.3817
F -5.9078 -0.5218 2.8113
C -5.0081 -1.5285 2.8661
C -5.4934 -2.8089 3.0296
C -4.5358 -3.8653 3.1031
C -3.1776 -3.6668 2.9680
C -2.7450 -2.3263 2.7853
C -3.6552 -1.2697 2.6958
H -6.5420 -2.8815 3.2777
H -4.8690 -4.8698 3.3181
H -2.4831 -4.4761 3.1387
H -1.7349 -2.1657 2.4384
H -3.2130 -0.2936 2.5611
F 2.3339 4.2131 -0.3461
C 3.2749 4.2106 -1.2334
C 4.5560 3.6784 -1.0157
C 5.5468 3.6930 -2.0081
C 5.2517 4.4640 -3.1367
C 4.0399 5.0520 -3.3611
C 3.0367 4.9394 -2.4263
H 4.6461 3.1548 -0.0753
H 6.5565 3.3484 -1.8402
H 6.0155 4.7175 -3.8569
H 3.8466 5.6479 -4.2407
H 2.1125 5.4882 -2.5317
F -1.4086 -7.6832 -0.4256
C -0.8340 -6.5725 0.1574
C -0.4709 -6.6653 1.4795
C 0.1967 -5.5911 2.0715
C 0.3504 -4.4217 1.3822
C -0.0745 -4.3080 0.0541
C -0.6558 -5.3865 -0.5419
H -0.4674 -7.5886 2.0398
H 0.5244 -5.6599 3.0983
H 0.5785 -3.5324 1.9510
H -0.0504 -3.4186 -0.5580
H -0.9136 -5.3310 -1.5892
F -6.0105 -3.8037 -3.6604
C -5.4643 -2.8408 -2.8690
C -6.1092 -1.6719 -2.5467
C -5.3943 -0.7571 -1.7057
C -4.1450 -1.0151 -1.1179
C -3.5735 -2.2736 -1.3881
C -4.1852 -3.0439 -2.4010
H -7.0903 -1.5829 -2.9895
H -5.9454 0.1468 -1.4921
H -3.6017 -0.3582 -0.4549
H -2.6616 -2.5446 -0.8767
H -3.7012 -3.9890 -2.5981
C 4.7938 -1.5689 2.9803
C 3.8107 -2.4396 2.1809
C 4.1134 -2.8219 0.7484
O 2.8650 -2.7609 2.8179
H 4.6712 -0.4869 2.9324
H 5.8399 -1.8577 2.8796
H 4.7292 -1.7291 4.0566
H 4.9603 -3.5081 0.7565
H 4.3087 -1.8703 0.2540
H 3.2794 -3.3120 0.2461
C 4.4851 3.1187 4.3137
C 4.0343 2.6528 2.9223
C 2.6060 2.9861 2.5030
O 4.9262 2.1679 2.1741
H 5.0301 4.0576 4.2154
H 5.1738 2.3477 4.6592
H 3.6438 3.1462 5.0063
H 1.9540 2.3839 3.1357
H 2.4651 2.7304 1.4529
H 2.4652 4.0584 2.6390
C 0.8412 -0.4250 1.8720
C 0.1910 -0.0924 0.5225
C 0.2273 1.3887 0.1094
O -0.2329 -0.9576 -0.1758
H 1.8395 -0.7213 1.5500
H 0.3575 -1.2790 2.3463
H 0.8639 0.4332 2.5436
H -0.7268 1.7021 -0.3145
H 1.0308 1.6097 -0.5931
H 0.4255 1.9249 1.0375
Cl -1.6530 6.6268 -2.2625
C -1.4832 5.0004 -2.7851
Cl -1.8304 3.8141 -1.5715
H -2.2272 5.0092 -3.5817
H -0.5015 4.9020 -3.2486
Cl -2.5529 3.8688 4.8192
C -1.3505 2.8615 4.1257
Cl -1.8205 2.6960 2.4321
H -0.4438 3.4456 4.2831
H -1.3055 1.8401 4.5036

---

94
Properties=species:S:1:pos:R:3 method="wB97M-V/def2-TZVPD" s_squared=6.05 total_charge=+2 e_homo_ev="-12.756 / -13.572" orbital_gap_ev="7.453 / 5.813" multiplicity=5
Ir -0.1021 -0.5550 0.0927
O -2.0305 -1.7346 -2.0522
N -0.8048 -1.9672 -1.4745
C -0.2312 -2.9955 -1.9560
C 1.0608 -3.5279 -1.5497
C 1.2496 -4.8889 -1.7992
C 2.4096 -5.5370 -1.4171
C 3.4128 -4.8240 -0.7826
C 3.2633 -3.4602 -0.5690
C 2.1077 -2.7900 -0.9563
P 2.0677 -0.9625 -0.7992
C 2.4740 -0.3513 -2.4635
C 2.1818 -1.0773 -3.6162
C 2.4800 -0.5491 -4.8626
C 3.0686 0.7016 -4.9732
C 3.3666 1.4289 -3.8286
C 3.0557 0.9140 -2.5820
C 3.4962 -0.5634 0.2450
C 4.7718 -0.3196 -0.2639
C 5.8081 -0.0051 0.6005
C 5.5859 0.0611 1.9690
C 4.3284 -0.2223 2.4830
C 3.2887 -0.5330 1.6230
H -2.2842 -0.8330 -1.8039
H -0.7844 -3.5523 -2.7108
H 0.4604 -5.4505 -2.2848
H 2.5319 -6.5928 -1.6158
H 4.3255 -5.3167 -0.4762
H 4.0667 -2.9083 -0.1033
H 1.7393 -2.0622 -3.5572
H 2.2547 -1.1226 -5.7519
H 3.2958 1.1054 -5.9508
H 3.8425 2.3977 -3.9069
H 3.2771 1.4959 -1.6965
H 4.9598 -0.3926 -1.3262
H 6.7939 0.1869 0.1984
H 6.3983 0.3182 2.6354
H 4.1639 -0.1964 3.5520
H 2.3050 -0.7732 2.0076
C -0.4414 -0.8397 5.1402
C 0.2397 -0.5212 3.8072
C 1.0812 0.7602 3.8804
P -0.9018 -0.4616 2.3402
C -2.2394 -1.6832 2.7048
C -3.3594 -1.5687 1.6746
C -1.6195 -3.0831 2.6616
C -1.6976 1.1865 2.2849
C -2.0269 1.9179 3.4066
C -2.5470 3.2174 3.3267
C -2.7457 4.0512 4.5475
C -2.8252 3.7502 2.0553
C -2.5524 3.0407 0.9209
C -1.9293 1.7601 0.9924
N -1.5155 1.1418 -0.1227
C -1.9290 1.5548 -1.4053
C -1.0221 2.2315 -2.2433
C 0.2674 2.7629 -1.6888
C -1.3986 2.5281 -3.5416
C -2.6538 2.1942 -4.0398
C -3.0410 2.5140 -5.4512
C -3.5572 1.5841 -3.1725
C -3.2365 1.2749 -1.8605
C -4.2646 0.6141 -0.9769
H 0.2913 -0.7346 5.9413
H -0.8192 -1.8600 5.1772
H -1.2668 -0.1663 5.3633
H 0.9040 -1.3591 3.5704
H 0.5216 1.5700 4.3431
H 1.3987 1.0980 2.8915
H 1.9718 0.5868 4.4837
H -2.6326 -1.4673 3.7000
H -2.9682 -1.7703 0.6724
H -3.8229 -0.5824 1.6868
H -4.1257 -2.3143 1.8867
H -1.1881 -3.2688 1.6738
H -2.3888 -3.8346 2.8390
H -0.8370 -3.2279 3.4075
H -1.8844 1.4931 4.3888
H -2.6051 3.4842 5.4648
H -3.7334 4.5138 4.5528
H -2.0199 4.8695 4.5383
H -3.2438 4.7463 1.9837
H -2.7544 3.4612 -0.0561
H 0.0795 3.6761 -1.1171
H 0.9541 3.0069 -2.4943
H 0.7452 2.0561 -1.0095
H -0.7045 3.0645 -4.1790
H -2.1681 2.5797 -6.0978
H -3.5563 3.4768 -5.4869
H -3.7255 1.7671 -5.8502
H -4.5493 1.3374 -3.5331
H -5.2182 0.5682 -1.4974
H -4.4118 1.1642 -0.0470
H -3.9813 -0.4072 -0.7140